Entry 1:
Molecular formula: C40H56IrN2O3P2
Method: DFT, ωB97M-V with the def2-TZVPD basis set

The expectation value of S² is 1.214. As for the spin multiplicity: 2.

Last column: Mulliken spin population.
Cartesian coordinates (Å):
Ir: 0.981 0.912 0.483  0.097
N: 3.336 1.119 0.020  0.006
C: 4.310 0.819 1.078  0.000
C: 3.831 1.295 2.449  0.002
C: 2.752 0.318 2.998  0.005
O: 3.101 -0.563 3.767  0.001
O: 1.557 0.516 2.609  0.028
H: 3.579 0.605 -0.823  0.000
H: 3.382 2.110 -0.201  -0.001
H: 5.277 1.291 0.843  0.000
H: 4.461 -0.263 1.117  0.001
H: 3.416 2.303 2.385  -0.002
H: 4.675 1.282 3.143  0.000
C: 1.079 3.316 0.419  0.149
H: 0.589 3.731 -0.462  -0.033
H: 2.123 3.630 0.428  0.008
O: 1.219 -1.149 -0.811  -0.009
P: 0.680 -2.394 -1.420  -0.012
C: 2.074 -3.555 -1.952  0.002
C: 3.295 -2.763 -2.440  0.001
C: 4.113 -2.169 -1.297  0.000
C: 4.546 -3.225 -0.290  0.000
C: 3.299 -3.926 0.231  0.001
C: 2.562 -4.583 -0.931  0.000
C: -0.746 -3.181 -0.448  0.001
C: -0.694 -4.609 0.105  0.000
C: 0.013 -4.749 1.449  0.000
C: -0.586 -3.782 2.462  0.000
C: -0.466 -2.357 1.937  0.003
C: -1.233 -2.207 0.629  -0.006
C: -0.241 -2.104 -3.035  0.003
C: 0.590 -1.546 -4.189  0.003
C: 0.982 -0.092 -3.938  0.005
C: -0.275 0.764 -3.852  -0.014
C: -1.152 0.261 -2.715  -0.046
C: -1.486 -1.218 -2.882  0.004
H: 1.650 -4.101 -2.806  0.000
H: 2.994 -1.953 -3.102  0.000
H: 3.928 -3.443 -3.019  0.000
H: 3.486 -1.447 -0.778  -0.001
H: 4.985 -1.657 -1.715  0.000
H: 5.092 -2.758 0.533  0.000
H: 5.211 -3.954 -0.762  0.000
H: 2.656 -3.185 0.712  -0.001
H: 3.568 -4.681 0.973  0.000
H: 1.740 -5.194 -0.569  0.000
H: 3.260 -5.255 -1.444  0.000
H: -1.514 -3.226 -1.228  0.000
H: -0.273 -5.288 -0.639  0.000
H: -1.736 -4.916 0.255  0.000
H: 1.073 -4.531 1.357  0.000
H: -0.088 -5.780 1.797  0.000
H: -0.071 -3.879 3.418  0.000
H: -1.640 -4.026 2.623  0.000
H: 0.583 -2.103 1.782  0.000
H: -0.868 -1.657 2.669  0.001
H: -1.146 -1.176 0.281  -0.001
H: -2.294 -2.401 0.818  0.000
H: -0.569 -3.117 -3.311  0.001
H: -0.025 -1.582 -5.094  -0.001
H: 1.466 -2.165 -4.383  0.000
H: 1.628 0.268 -4.744  0.002
H: 1.525 -0.008 -2.995  0.001
H: -0.821 0.701 -4.797  0.000
H: -0.010 1.810 -3.684  0.000
H: -2.081 0.834 -2.679  0.001
H: -0.632 0.422 -1.765  0.055
H: -2.092 -1.349 -3.785  -0.001
H: -2.105 -1.527 -2.040  -0.001
N: -0.967 1.281 0.451  -0.103
P: -1.940 2.420 0.910  0.033
C: -1.087 3.867 1.588  0.341
C: -1.825 4.945 2.008  -0.153
C: -1.217 6.098 2.494  0.384
C: 0.189 6.173 2.526  -0.111
C: 0.961 5.121 2.166  0.297
C: 0.401 3.812 1.711  -0.084
C: -3.094 1.780 2.165  -0.006
C: -2.538 0.833 3.020  -0.001
C: -3.329 0.196 3.954  0.000
C: -4.679 0.502 4.040  0.002
C: -5.228 1.463 3.205  -0.001
C: -4.442 2.109 2.266  0.003
C: -2.954 2.980 -0.493  0.019
C: -2.569 4.063 -1.275  -0.003
C: -3.233 4.324 -2.460  0.006
C: -4.279 3.513 -2.871  -0.003
C: -4.645 2.417 -2.103  0.002
C: -3.973 2.139 -0.930  -0.005
H: -2.904 4.901 1.931  0.006
H: -1.813 6.937 2.817  0.023
H: 0.654 7.099 2.832  -0.003
H: 2.038 5.195 2.196  0.025
H: 0.656 3.056 2.481  0.099
H: -1.483 0.612 2.913  -0.014
H: -2.897 -0.540 4.614  0.000
H: -5.306 -0.006 4.759  0.000
H: -6.277 1.706 3.287  0.000
H: -4.872 2.857 1.615  -0.002
H: -1.760 4.700 -0.943  -0.005
H: -2.934 5.164 -3.069  0.000
H: -4.804 3.727 -3.791  0.000
H: -5.450 1.772 -2.423  0.000
H: -4.227 1.272 -0.333  0.000

***

Entry 2:
Molecular formula: C40H57AsBrN6O3S4Si3V
Method: DFT, ωB97M-V with the def2-TZVPD basis set

The expectation value of S² is 3.759. As for the spin multiplicity: 4. As for the net charge: -1.

Last column: Mulliken spin population.
Cartesian coordinates (Å):
V: 0.506 0.324 -0.151  3.024
C: -0.415 1.654 5.525  0.004
C: 0.029 0.202 5.397  -0.005
N: 1.306 0.038 4.710  0.007
C: 2.522 0.018 5.519  0.000
C: 3.257 1.353 5.571  0.001
C: 1.393 -0.008 3.352  0.019
S: -0.055 0.015 2.447  0.005
N: 2.657 -0.155 2.908  0.023
C: 2.985 0.021 1.635  -0.018
O: 2.248 0.450 0.713  -0.153
C: 4.391 -0.314 1.273  -0.008
C: 4.739 -0.365 -0.077  -0.020
C: 6.035 -0.682 -0.450  -0.001
C: 6.993 -0.941 0.520  0.003
C: 6.651 -0.890 1.866  -0.002
C: 5.355 -0.582 2.243  0.002
H: -1.372 1.706 6.047  0.000
H: -0.543 2.096 4.539  -0.002
H: 0.313 2.244 6.085  0.000
H: -0.726 -0.371 4.862  0.003
H: 0.143 -0.242 6.388  0.000
H: 3.186 -0.751 5.127  0.000
H: 2.223 -0.280 6.525  0.000
H: 3.555 1.655 4.568  -0.001
H: 4.154 1.262 6.188  0.000
H: 2.630 2.136 5.997  0.000
H: 3.979 -0.163 -0.819  0.034
H: 6.299 -0.727 -1.499  0.000
H: 8.007 -1.184 0.228  0.000
H: 7.400 -1.092 2.621  0.000
H: 5.066 -0.541 3.284  0.000
Br: -4.802 -2.390 -5.984  0.000
C: -3.930 -2.210 -4.297  -0.001
C: -4.416 -2.918 -3.209  0.001
C: -3.778 -2.782 -1.985  -0.001
C: -2.675 -1.950 -1.854  -0.005
C: -2.212 -1.237 -2.953  -0.004
C: -2.838 -1.373 -4.189  -0.001
C: -1.021 -0.318 -2.839  -0.013
O: -0.450 0.043 -3.869  0.018
O: -0.671 0.008 -1.649  -0.191
H: -5.288 -3.549 -3.312  0.000
H: -4.171 -3.296 -1.119  0.000
H: -2.210 -1.803 -0.892  0.027
H: -2.457 -0.823 -5.038  0.000
C: 3.455 3.373 0.063  -0.008
Si: 1.863 3.993 0.873  0.010
C: 1.823 3.540 2.704  -0.006
C: 1.932 5.882 0.734  -0.001
As: 0.026 2.890 -0.119  0.093
Si: 0.177 3.533 -2.389  -0.002
C: 1.589 2.504 -3.098  0.039
C: 0.563 5.377 -2.619  -0.001
C: -1.432 3.139 -3.280  -0.004
Si: -1.889 3.964 0.802  -0.001
C: -1.540 5.819 1.019  -0.001
C: -2.212 3.264 2.519  0.004
C: -3.323 3.842 -0.406  0.001
H: 4.309 3.610 0.706  0.000
H: 3.622 3.870 -0.896  0.004
H: 3.443 2.297 -0.103  0.020
H: 2.707 3.929 3.218  0.001
H: 1.790 2.458 2.835  0.008
H: 0.939 3.958 3.193  -0.001
H: 2.891 6.191 1.165  0.000
H: 1.143 6.389 1.286  0.000
H: 1.909 6.231 -0.299  0.000
H: 2.447 2.460 -2.422  -0.005
H: 1.929 2.924 -4.049  0.001
H: 1.225 1.493 -3.290  -0.001
H: 1.618 5.591 -2.435  0.000
H: -0.034 6.017 -1.967  0.000
H: 0.343 5.657 -3.653  0.000
H: -1.818 2.165 -2.984  0.004
H: -1.234 3.101 -4.355  0.000
H: -2.204 3.887 -3.101  0.000
H: -0.884 6.023 1.866  0.001
H: -2.495 6.316 1.218  0.000
H: -1.109 6.276 0.127  0.000
H: -1.655 3.832 3.270  0.000
H: -1.949 2.210 2.589  0.003
H: -3.277 3.344 2.751  0.001
H: -3.221 4.598 -1.188  0.000
H: -4.255 4.040 0.130  0.000
H: -3.405 2.852 -0.853  0.000
S: -8.800 0.951 1.582  0.000
C: -7.260 0.407 1.260  0.000
S: -5.882 1.471 1.188  0.000
C: -4.785 0.098 0.931  0.008
N: -5.433 -1.027 0.900  0.000
N: -6.804 -0.849 1.061  0.000
C: -7.564 -2.047 1.061  0.000
C: -8.852 -2.104 0.537  0.000
C: -9.537 -3.310 0.538  0.000
C: -8.953 -4.459 1.050  0.000
C: -7.663 -4.397 1.558  0.000
C: -6.966 -3.201 1.563  0.000
S: -3.128 0.317 0.742  0.027
H: -9.308 -1.214 0.136  0.000
H: -10.537 -3.347 0.126  0.000
H: -9.494 -5.397 1.046  0.000
H: -7.191 -5.288 1.953  0.000
H: -5.956 -3.143 1.940  0.000
C: 1.024 -2.566 -2.917  -0.001
C: 1.052 -2.827 -1.455  0.010
N: 1.220 -1.949 -0.490  0.014
C: 1.252 -2.663 0.690  0.045
C: 1.116 -3.989 0.431  -0.002
N: 0.991 -4.078 -0.937  0.001
H: 1.147 -1.504 -3.107  0.006
H: 0.077 -2.876 -3.363  0.000
H: 1.835 -3.106 -3.410  0.001
H: 1.343 -2.177 1.647  -0.016
H: 1.076 -4.849 1.075  0.000
H: 0.843 -4.915 -1.472  0.000

***

| no. | maximum force (eV/Å) | DFT total energy (Ha) |
| --- | --- | --- |
| 1 | 4.763 | -2680.0118 |
| 2 | 1.479 | -10328.0669 |